Entry from OMol25: C48H41AlN5O4Te as an isolated structure (ωB97M-V with the def2-TZVPD basis set).

```
100
Properties=species:S:1:pos:R:3:forces:R:3
Al 0.089963 0.192876 0.303048 -0.59 0.47 2.03
C 1.674675 1.089588 4.267168 -0.13 -0.06 -0.17
C 0.895532 1.089895 2.989233 -0.18 0.12 0.25
N 0.833493 0.070206 2.157857 0.11 -0.08 -0.88
N 1.258365 -1.198143 2.413680 0.18 -0.34 0.17
C 0.579330 -1.983431 1.616382 0.11 0.40 0.54
O -0.318409 -1.516538 0.766935 0.15 -0.25 0.21
C 0.796943 -3.435973 1.704219 -0.15 -0.23 0.13
C 2.043991 -3.951603 2.055198 -0.16 0.08 0.01
C 2.241022 -5.321514 2.099402 0.08 0.04 0.03
C 1.189914 -6.189355 1.833226 0.02 -0.04 -0.08
C -0.057885 -5.680248 1.502184 -0.08 0.01 -0.05
C -0.250575 -4.310998 1.419607 0.07 0.05 0.45
C 0.006221 2.117461 2.575380 0.17 -0.30 0.27
C -0.273500 3.277579 3.324845 -0.10 0.22 -0.04
C -1.332074 4.072296 2.968771 0.16 -0.15 0.10
C -2.123540 3.701399 1.865917 -0.08 0.02 -0.13
C -1.760881 2.590747 1.139645 -0.20 0.28 -0.07
N -0.715178 1.817168 1.436669 0.34 -0.19 -0.37
H 2.187797 0.134620 4.362525 0.02 0.01 0.05
H 2.415420 1.893474 4.274872 0.01 0.02 0.08
H 1.016836 1.223739 5.127865 0.05 0.02 0.06
H 2.840019 -3.255778 2.285550 0.05 -0.04 -0.02
H 3.222590 -5.712997 2.334398 -0.02 -0.03 0.06
H 1.345659 -7.259350 1.877502 0.00 -0.01 0.00
H -0.886265 -6.347144 1.300388 0.02 -0.04 0.00
H -1.215366 -3.895923 1.157859 -0.03 -0.13 0.20
H 0.325394 3.493159 4.199865 0.01 0.05 -0.01
H -1.578665 4.953042 3.547344 0.02 0.01 0.01
H -2.994848 4.273659 1.582741 0.02 -0.01 -0.05
H -2.349212 2.285251 0.283706 0.07 0.02 -0.13
C -3.666652 1.570647 -5.817384 0.04 -0.08 0.08
C -2.784238 1.394010 -4.610510 -0.03 0.12 -0.15
C -2.320112 2.473513 -3.888403 0.08 -0.06 0.05
C -1.542654 2.330872 -2.737548 -0.08 -0.37 0.06
C -1.243551 3.636717 -2.069618 0.00 0.04 0.09
O -2.117421 4.483644 -2.022652 0.12 -0.13 0.07
C 0.132180 3.982840 -1.593534 0.10 0.20 0.13
C 1.250353 3.205032 -1.861325 -0.05 -0.05 -0.05
C 2.510455 3.651867 -1.490546 0.14 -0.14 0.01
C 2.664277 4.852547 -0.814978 -0.01 0.03 0.00
C 1.548811 5.632665 -0.535850 0.02 -0.04 0.03
C 0.297873 5.206003 -0.941131 -0.11 -0.07 0.06
C -1.225835 1.037922 -2.251923 -0.16 -0.20 -0.10
O -0.636913 0.881709 -1.084003 -0.38 0.52 -0.73
C -1.666838 -0.081224 -3.020738 0.02 0.25 0.06
C -2.441601 0.129865 -4.159751 0.13 0.07 0.13
C -1.376263 -1.482615 -2.643901 0.06 -0.27 -0.01
N -0.474953 -1.780497 -1.796569 0.11 0.23 -0.42
C -0.226369 -3.160506 -1.435965 -0.17 -0.20 -0.29
C 1.255815 -3.413742 -1.244148 -0.12 0.19 -0.40
Te 2.395707 -3.503507 -3.086893 -0.05 0.18 0.23
C 2.775649 -1.452433 -3.520570 -0.04 -0.39 0.09
C 1.827311 -0.666274 -4.161163 -0.07 0.07 -0.02
C 2.140243 0.626285 -4.551476 -0.03 0.11 -0.04
C 3.410544 1.139271 -4.323880 -0.05 0.04 0.10
C 4.365857 0.352589 -3.698033 0.02 0.07 0.02
C 4.048084 -0.938642 -3.298478 0.07 -0.01 0.06
C -2.171977 -2.551569 -3.342846 0.05 -0.14 0.06
C -1.710280 -3.097452 -4.537572 -0.02 0.05 0.01
C -2.368654 -4.168230 -5.122274 0.01 0.01 0.03
C -3.506577 -4.690472 -4.524558 -0.03 -0.05 -0.02
C -3.984331 -4.136020 -3.346559 -0.01 -0.03 0.03
C -3.314034 -3.076912 -2.750741 -0.03 0.06 -0.05
H -3.808244 2.625603 -6.045750 -0.02 0.01 -0.02
H -4.645060 1.124847 -5.629645 -0.04 0.04 -0.08
H -3.243087 1.081370 -6.695844 -0.01 0.01 -0.02
H -2.573235 3.481080 -4.192931 -0.03 0.01 -0.02
H 1.144116 2.255141 -2.362413 0.01 -0.09 -0.08
H 3.380543 3.054863 -1.737531 0.00 -0.05 0.01
H 3.650776 5.185485 -0.515325 0.00 0.01 -0.02
H 1.655212 6.573762 -0.012338 0.01 0.01 -0.01
H -0.577360 5.813524 -0.765451 -0.06 0.01 0.04
H -2.803280 -0.728417 -4.710555 0.00 -0.01 0.00
H -0.642466 -3.881654 -2.146302 0.05 0.00 -0.02
H -0.718117 -3.324303 -0.474063 0.10 0.11 -0.54
H 1.415112 -4.390922 -0.787336 0.10 0.01 -0.05
H 1.658580 -2.647588 -0.588881 0.28 0.01 -0.13
H 0.841184 -1.058186 -4.363999 -0.05 -0.01 0.04
H 1.389191 1.231379 -5.045638 -0.01 0.00 0.02
H 3.648860 2.151843 -4.623763 0.01 -0.01 -0.04
H 5.364889 0.737029 -3.530105 -0.01 0.01 0.01
H 4.803144 -1.554633 -2.825293 0.00 -0.02 -0.01
H -0.827199 -2.683489 -5.010442 0.05 -0.05 0.05
H -1.981652 -4.603483 -6.034473 -0.03 0.02 -0.03
H -4.015474 -5.534145 -4.972320 -0.02 0.01 -0.01
H -4.874570 -4.539311 -2.881032 0.00 0.00 0.01
H -3.677041 -2.659290 -1.819013 0.02 0.02 0.01
O 1.822762 0.260509 -0.279116 0.40 -0.09 -1.41
N 2.982133 0.437761 0.297332 0.05 0.05 0.99
C 3.935542 -0.504811 0.207218 -0.13 -0.19 -0.19
C 5.124580 -0.358075 0.878392 0.32 0.17 0.14
C 5.357410 0.771764 1.652264 -0.38 -0.03 -0.18
C 4.353212 1.727950 1.727262 0.47 -0.07 0.13
C 3.173363 1.536194 1.050793 -0.26 0.11 -0.16
H 3.712324 -1.362354 -0.408164 -0.23 0.02 -0.04
H 5.867921 -1.137922 0.800292 -0.03 -0.03 -0.07
H 6.289876 0.898933 2.181855 0.01 0.00 0.03
H 4.485391 2.618795 2.323880 -0.10 0.04 -0.04
H 2.338195 2.219182 1.079376 0.02 0.05 -0.04
```
Positions in Å, forces in eV/Å.

Calculated values
**Energy relative to the best compared isomer or geometry (same formula, charge and spin)**: 0.671 eV
**Gap between HOMO and LUMO (alpha / beta)**: 4.73 / 7.12 eV
**2S+1**: 2
**Highest occupied orbital energy (alpha / beta)**: -5.22 / -7.60 eV
**⟨S²⟩**: 0.771
**Charge**: 0

Entry from OMol25: a single C4H7FOS molecule (ωB97M-V with the def2-TZVPD basis set).

```
14
Properties=species:S:1:pos:R:3:forces:R:3
C 0.515540 0.886342 0.448898 -4.12 -0.99 0.71
C -0.526236 -0.136861 0.030905 0.88 6.85 -1.04
C -1.752677 0.330475 -0.691830 0.48 -0.31 0.02
C -0.428359 -1.408382 0.374698 1.19 -5.39 1.62
O 1.715817 0.913238 -0.361244 2.17 -0.85 -1.08
F 3.331691 -1.083130 -0.254745 -0.74 0.87 -0.01
S 3.182373 0.505668 0.205397 0.10 -0.28 -0.02
H 0.798570 0.718767 1.493180 0.37 -0.06 -0.01
H 0.087948 1.889568 0.351930 0.17 -0.15 -0.02
H -1.507519 0.956923 -1.544352 -0.04 0.20 -0.12
H -2.390878 0.896315 -0.013540 -0.16 0.19 0.05
H -2.311614 -0.536396 -1.036155 -0.14 0.06 -0.12
H -1.151633 -2.151513 0.093056 -0.25 -0.08 -0.02
H 0.436981 -1.781016 0.903798 0.09 -0.06 0.04
```
Positions in Å, forces in eV/Å.

Calculated values
**Energy relative to the best compared isomer or geometry (same formula, charge and spin)**: 2.860 eV
**Gap between HOMO and LUMO (alpha / beta)**: 4.55 / 4.23 eV
**2S+1**: 3
**Highest occupied orbital energy (alpha / beta)**: -4.40 / -8.12 eV
**⟨S²⟩**: 2.010
**Charge**: 0

Entry from OMol25: a 2-piece molecular cluster, C2H7N2O2 overall (ωB97M-V with the def2-TZVPD basis set).

```
13
Properties=species:S:1:pos:R:3:forces:R:3
N 0.993296 0.319581 1.079574 -0.33 0.06 -0.53
C 1.267338 0.719360 -0.223641 -0.52 0.17 -0.28
N 0.180732 0.630231 -1.048028 0.00 -0.33 0.96
O 2.366035 1.166324 -0.560426 0.20 -0.11 0.05
H 0.148590 -0.268612 1.149578 0.31 0.03 0.08
H 1.825021 0.067137 1.579215 -0.01 -0.11 0.14
H 0.377929 0.693553 -2.026975 0.13 0.06 -0.12
H -0.609164 -0.008029 -0.666860 0.15 0.40 -0.64
C -2.675271 -1.489970 0.406054 0.67 0.06 -0.58
O -1.433870 -0.966215 0.142982 -0.11 -0.32 0.48
H -3.043295 -1.244059 1.414232 -0.25 0.07 0.17
H -3.440343 -1.166531 -0.329181 -0.20 0.14 0.13
H -2.689151 -2.596877 0.331319 -0.04 -0.13 0.13
```
Positions in Å, forces in eV/Å.

Calculated values
**Energy relative to the best compared isomer or geometry (same formula, charge and spin)**: 0.562 eV
**Gap between HOMO and LUMO**: 7.95 eV
**Highest occupied orbital energy**: -3.59 eV
**Charge**: -1

Entry from OMol25: a 2-piece molecular cluster, C5H8NO3 overall (ωB97M-V with the def2-TZVPD basis set).

```
17
Properties=species:S:1:pos:R:3:forces:R:3
C 1.989708 -1.971383 -0.322195 0.46 1.05 -1.61
C 2.473592 -1.725942 0.903831 1.03 -1.29 4.42
C -2.169244 0.741048 -0.057082 -2.12 2.96 0.18
C 0.116273 1.298191 0.393831 0.59 2.74 -0.50
C -0.764134 0.254510 -0.066115 -2.73 -2.61 -2.84
N -0.451369 0.009237 -1.522571 2.24 1.40 -0.22
O 2.441450 -1.675808 2.107820 0.16 0.48 -1.51
O -1.027320 -0.912307 -2.169707 -1.02 -1.17 0.42
O 3.484706 -1.861405 -0.035680 -1.32 0.10 -0.28
H 1.557929 -1.176039 -0.910849 -0.59 -0.22 -1.10
H -2.411590 1.213709 0.931243 -0.32 -0.99 -0.27
H -2.303401 1.658171 -0.684546 0.82 -0.29 -0.01
H -2.995036 0.180570 -0.492259 0.32 -0.96 0.55
H 0.620825 1.839407 -0.543436 -1.14 -1.14 2.02
H 0.831213 0.832597 1.016759 1.29 0.17 0.91
H -0.557136 2.000284 0.975552 1.47 -0.25 -0.40
H -0.836466 -0.704838 0.475403 0.85 0.03 0.26
```
Positions in Å, forces in eV/Å.

Calculated values
**Gap between HOMO and LUMO (alpha / beta)**: 5.13 / 3.45 eV
**2S+1**: 3
**Highest occupied orbital energy (alpha / beta)**: -1.58 / -1.97 eV
**⟨S²⟩**: 2.014
**Charge**: -1

Entry from OMol25: a single CHClO3 molecule (ωB97M-V with the def2-TZVPD basis set).

```
6
Properties=species:S:1:pos:R:3:forces:R:3
C -0.618575 -0.261780 0.020106 -0.18 -2.05 0.26
O -0.050945 -1.312587 0.056304 -0.47 0.32 -0.15
O 1.343554 0.717833 0.153724 -0.06 3.63 1.65
O -0.072404 0.917405 -0.046688 2.39 0.21 -0.34
Cl -2.296006 -0.020294 0.082202 -1.16 -0.09 -0.06
H 1.694375 -0.040576 -0.265648 -0.52 -2.04 -1.38
```
Positions in Å, forces in eV/Å.

Calculated values
**Energy relative to the best compared isomer or geometry (same formula, charge and spin)**: 1.774 eV
**Gap between HOMO and LUMO**: 12.27 eV
**Structure (SMILES)**: O=C(Cl)OO
**Highest occupied orbital energy**: -11.73 eV
**Charge**: 0

Entry from OMol25: C22H21CrN7O5Se2 as an isolated structure (ωB97M-V with the def2-TZVPD basis set).

```
58
Properties=species:S:1:pos:R:3:forces:R:3
Cr -2.615186 0.141690 -1.270441 0.08 1.74 -0.12
O -5.509186 2.546490 0.467959 -0.47 0.19 0.09
C -4.387386 2.086190 0.261959 0.35 0.16 1.01
O -3.977286 1.568890 -0.807241 -0.18 -0.17 -0.62
C -3.412786 2.036390 1.485059 -0.59 0.12 -0.48
C -3.376286 0.574690 1.975759 -0.66 0.23 0.47
C -2.797286 0.528690 3.402359 -0.25 -0.13 -0.12
C -1.308786 0.784090 3.116059 0.12 -0.11 -0.13
C -1.319686 0.921090 1.582559 0.75 0.32 0.26
O -2.340986 0.002490 1.192359 -0.05 -0.23 -0.09
C -1.915986 2.276290 1.185759 0.31 -0.01 -0.60
C -1.605386 2.598990 -0.323441 -0.20 0.20 1.26
O -1.641686 3.766490 -0.662241 0.08 0.55 -0.14
O -1.268986 1.596990 -1.027841 0.55 -0.48 -0.50
H -3.808786 2.718590 2.243159 0.03 -0.16 -0.09
H -4.310586 0.021890 1.839759 0.17 0.07 -0.05
H -3.250286 1.288190 4.037359 -0.05 0.01 0.05
H -2.968086 -0.451110 3.850359 0.04 -0.01 0.03
H -0.934086 1.685590 3.595459 0.07 0.09 0.02
H -0.688586 -0.056010 3.428859 0.02 -0.03 -0.02
H -0.378086 0.676190 1.091759 -0.17 -0.03 0.00
H -1.514086 3.104690 1.777759 -0.05 -0.12 -0.07
N -5.831386 -2.415110 -0.884841 0.63 0.98 -0.34
C -5.392886 -1.151910 -1.134941 0.05 -0.68 0.28
N -4.085086 -1.132410 -1.071541 -1.52 -1.05 0.30
C -3.713786 -2.434710 -0.816441 -0.71 -0.25 0.06
N -4.763486 -3.253010 -0.709841 0.32 -0.27 0.01
C -2.317686 -2.653210 -0.731941 0.27 -0.58 0.20
C -1.675186 -3.852510 -0.415941 -0.03 0.33 -0.10
N -0.366886 -3.980610 -0.337641 -0.60 -1.08 0.25
C 0.341914 -2.859210 -0.609241 0.40 1.07 -0.27
C -0.248686 -1.657510 -0.939341 0.31 -0.39 -0.04
N -1.573286 -1.511110 -0.999241 0.77 -0.60 0.17
H -6.740786 -2.799810 -1.080141 0.17 0.12 0.13
H -6.019386 -0.301710 -1.313641 -0.11 0.21 -0.11
H -2.278686 -4.728410 -0.215841 -0.11 -0.13 0.03
H 1.416714 -2.957510 -0.560541 0.17 0.15 -0.02
H 0.340414 -0.781510 -1.187141 -0.01 -0.04 0.06
C 3.616314 -0.225710 -2.728741 -0.19 -0.30 -0.40
N 4.118714 0.413190 -1.545941 -0.07 0.38 0.45
C 3.378614 1.227790 -0.728741 -1.13 0.48 0.18
Se 1.613814 1.678090 -0.838741 0.61 -0.11 -0.24
N 4.217514 1.636390 0.275559 0.01 -0.10 -0.19
C 5.452914 1.069190 0.129059 0.81 -0.06 0.37
C 6.603914 1.140290 0.906459 -0.10 -0.37 -0.63
C 7.711814 0.402990 0.465159 -0.25 0.52 0.59
C 7.658914 -0.352610 -0.685441 -0.19 -0.32 -0.62
C 6.499114 -0.434810 -1.468841 -0.15 0.38 0.55
C 5.389014 0.289390 -1.037041 0.90 -0.39 -0.07
H 2.615814 0.156390 -2.932541 0.02 -0.01 0.09
H 3.556614 -1.309110 -2.590141 -0.01 0.09 0.00
H 4.260614 -0.004010 -3.583241 0.02 0.00 0.08
H 3.920614 2.281690 0.986659 -0.13 -0.11 -0.07
H 6.636714 1.727390 1.810459 0.01 0.07 0.09
H 8.619714 0.429890 1.054659 0.03 -0.02 -0.05
H 8.536514 -0.903910 -0.997241 0.00 -0.03 0.00
H 6.470714 -1.052810 -2.350041 -0.06 -0.05 -0.16
Se -2.640286 -0.116910 -3.576141 -0.05 -0.03 -0.71
```
Positions in Å, forces in eV/Å.

Calculated values
**Energy relative to the best compared isomer or geometry (same formula, charge and spin)**: 0.454 eV
**Gap between HOMO and LUMO (alpha / beta)**: 3.19 / 3.63 eV
**2S+1**: 5
**Highest occupied orbital energy (alpha / beta)**: 0.46 / 0.03 eV
**⟨S²⟩**: 6.138
**Charge**: -2

no.,F_max (eV Å⁻¹)
1,2.164
2,6.987
3,1.019
4,4.724
5,3.993
6,1.872